No. 1
Computed, not measured: a molecular structure, C2H3LiNaO2 in a non-equilibrium geometry, with ωB97M-V with the def2-TZVPD basis set.

The calculation puts the HOMO-LUMO gap (alpha / beta) at 3.18 / 7.77 eV. The total energy is -10834.8825 eV. As for the total charge: 0. Its lowest unoccupied orbital energy (alpha / beta) is -0.64 / -0.28 eV. For the energy above the lowest of the compared OMol25 structures with the same formula, charge and spin, the calculation gives 22.09 kcal per mole. Its spin multiplicity is 2. For the HOMO energy (alpha / beta), the calculation gives -3.8 / -8.0 eV.

```
9
C2H3LiNaO2 ωB97M-V with the def2-TZVPD basis set
H -0.30901 0.22775 -2.97367
O -0.73687 0.39595 -2.12500
C -0.97376 -0.71702 -1.43741
C 0.01843 -0.87293 -0.33943
O 0.43313 0.27639 0.29505
Li -0.39487 1.69446 -0.45202
Na 1.93161 0.61264 2.08897
H 0.86378 -1.45309 -0.78218
H -0.46105 -1.61582 0.34377
```



No. 2
Computed, not measured: a single C2H3N molecule in a non-equilibrium geometry, with ωB97M-V with the def2-TZVPD basis set.

The calculation puts the HOMO-LUMO gap (alpha / beta) at 6.12 / 8.11 eV. The total energy is -3606.7051 eV. As for the total charge: 0. Its lowest unoccupied orbital energy (alpha / beta) is 0.91 / -2.54 eV. For the energy above the lowest of the compared OMol25 structures with the same formula, charge and spin, the calculation gives 15.10 kcal per mole. Its spin multiplicity is 3. For the HOMO energy (alpha / beta), the calculation gives -5.2 / -10.6 eV.

```
6
C2H3N ωB97M-V with the def2-TZVPD basis set
C 0.92923 -0.16093 -0.04997
C -0.41814 -0.14824 -0.10117
N -1.68645 -0.04206 -0.10603
H 1.38348 -0.57211 0.82030
H 1.65728 0.04646 -0.89542
H -1.86539 0.87688 0.33229
```



No. 3
Computed, not measured: 2 unconnected molecules or ions with the total composition C2H3N2O in a non-equilibrium geometry, with ωB97M-V with the def2-TZVPD basis set.

The calculation puts the HOMO-LUMO gap (alpha / beta) at 7.81 / 7.82 eV. The total energy is -7147.0519 eV. As for the total charge: -1. Its lowest unoccupied orbital energy (alpha / beta) is 4.59 / 4.59 eV. For the energy above the lowest of the compared OMol25 structures with the same formula, charge and spin, the calculation gives 64.88 kcal per mole. For the HOMO energy (alpha / beta), the calculation gives -3.2 / -3.2 eV.

```
8
C2H3N2O ωB97M-V with the def2-TZVPD basis set
C -1.34470 0.65998 -0.88409
C 0.84499 0.02874 0.53476
N -2.28931 1.21059 -1.25931
N 0.05759 -0.70603 -0.50833
O -0.40533 -1.75326 0.00474
H 1.97382 -0.35347 0.22754
H 0.71347 1.17189 0.31830
H 0.44947 -0.25844 1.56640
```



No. 4
Computed, not measured: a gas-phase ion, C2H3N2O (charge +1) in a non-equilibrium geometry, with ωB97M-V with the def2-TZVPD basis set.

The calculation puts the HOMO-LUMO gap (alpha / beta) at 7.55 / 7.49 eV. The total energy is -7132.8702 eV. As for the total charge: +1. Its lowest unoccupied orbital energy (alpha / beta) is -8.14 / -8.16 eV. For the energy above the lowest of the compared OMol25 structures with the same formula, charge and spin, the calculation gives 219.35 kcal per mole. For the HOMO energy (alpha / beta), the calculation gives -15.7 / -15.7 eV.

```
8
C2H3N2O ωB97M-V with the def2-TZVPD basis set
C -0.97056 -0.76693 0.04475
C -1.53566 0.35959 -0.05909
N 0.43370 -1.09265 -0.01930
N 1.51266 0.92717 0.02718
O 1.38217 -0.31937 -0.02900
H -1.81315 1.38238 -0.16877
H -1.50047 -1.71408 0.18489
H 2.49131 1.22390 0.01934
```



No. 5
Computed, not measured: 2 unconnected molecules or ions with the total composition C2H3N2O2 in a non-equilibrium geometry, with ωB97M-V with the def2-TZVPD basis set.

The calculation puts the HOMO-LUMO gap (alpha / beta) at 5.16 / 5.30 eV. The total energy is -9191.0090 eV. As for the total charge: -1. Its lowest unoccupied orbital energy (alpha / beta) is 4.03 / 4.07 eV. For the energy above the lowest of the compared OMol25 structures with the same formula, charge and spin, the calculation gives 154.39 kcal per mole. For the HOMO energy (alpha / beta), the calculation gives -1.1 / -1.2 eV.

```
9
C2H3N2O2 ωB97M-V with the def2-TZVPD basis set
C -0.71100 0.12314 0.95211
C 0.67503 0.25769 0.36809
N 1.28178 -1.44433 -1.95661
N -0.08209 1.31324 0.45288
O -0.23923 2.56288 0.45486
O 0.37686 -2.26516 -2.14111
H -1.55195 -0.26164 0.37430
H -0.82061 -0.01946 2.02658
H 1.07122 -0.26637 -0.53110
```



No. 6
Computed, not measured: 2 unconnected molecules or ions with the total composition C2H3N2O2 in a non-equilibrium geometry, with ωB97M-V with the def2-TZVPD basis set.

The calculation puts the HOMO-LUMO gap (alpha / beta) at 5.66 / 5.59 eV. The total energy is -9190.8791 eV. As for the total charge: -1. Its lowest unoccupied orbital energy (alpha / beta) is 4.12 / 4.10 eV. For the energy above the lowest of the compared OMol25 structures with the same formula, charge and spin, the calculation gives 157.38 kcal per mole. For the HOMO energy (alpha / beta), the calculation gives -1.5 / -1.5 eV.

```
9
C2H3N2O2 ωB97M-V with the def2-TZVPD basis set
C -0.86281 -0.13236 0.24340
C 0.44107 0.68463 0.29814
N 3.03384 1.17137 -0.33366
N -0.63946 1.26246 -0.00922
O -1.38221 2.24193 -0.19081
O 3.83512 0.37134 0.21303
H -1.16524 -0.74245 -0.76125
H -1.27554 -0.49612 1.22892
H 1.51405 0.81372 -0.02958
```



No. 7
Computed, not measured: 2 unconnected molecules or ions with the total composition C2H3N2O2 in a non-equilibrium geometry, with ωB97M-V with the def2-TZVPD basis set.

The calculation puts the HOMO-LUMO gap (alpha / beta) at 6.71 / 6.70 eV. The total energy is -9184.0615 eV. As for the total charge: +1. Its lowest unoccupied orbital energy (alpha / beta) is -6.64 / -6.65 eV. For the energy above the lowest of the compared OMol25 structures with the same formula, charge and spin, the calculation gives 144.42 kcal per mole. For the HOMO energy (alpha / beta), the calculation gives -13.4 / -13.4 eV.

```
9
C2H3N2O2 ωB97M-V with the def2-TZVPD basis set
C -0.64194 2.10260 2.14640
C -1.16617 -0.32728 -0.21509
N -1.88847 0.22621 0.51113
N -0.20305 -0.94966 -0.75929
O -1.74460 1.99873 2.35618
O -2.81326 0.57624 1.19186
H 0.16677 2.07665 1.43165
H 0.03431 -1.88983 -0.36991
H 0.21955 -0.43053 -1.60501
```



No. 8
Computed, not measured: 3 unconnected molecules or ions with the total composition C2H3N2O3 in a non-equilibrium geometry, with ωB97M-V with the def2-TZVPD basis set.

The calculation puts the HOMO-LUMO gap (alpha / beta) at 9.36 / 4.15 eV. The total energy is -11232.5367 eV. As for the total charge: +1. Its lowest unoccupied orbital energy (alpha / beta) is -5.20 / -7.79 eV. For the energy above the lowest of the compared OMol25 structures with the same formula, charge and spin, the calculation gives 60.98 kcal per mole. For the HOMO energy (alpha / beta), the calculation gives -14.6 / -11.9 eV.

```
10
C2H3N2O3 ωB97M-V with the def2-TZVPD basis set
C -0.16666 -1.26943 1.18389
C 0.41021 2.83152 -1.60741
N -0.32805 -1.65365 2.34604
N 0.05878 -0.14914 -2.13947
O 0.43502 3.66355 -0.85148
O 0.41192 1.99053 -2.40240
O 0.65129 -0.69681 -2.87790
H -1.03819 -1.13435 0.52935
H -1.05183 -1.79695 3.12992
H 0.61749 -1.78528 2.68946
```



No. 9
Computed, not measured: 2 unconnected molecules or ions with the total composition C2H3N2O4S in a non-equilibrium geometry, with ωB97M-V with the def2-TZVPD basis set.

The calculation puts the HOMO-LUMO gap (alpha / beta) at 7.18 / 7.18 eV. The total energy is -24125.6879 eV. As for the total charge: -1. Its lowest unoccupied orbital energy (alpha / beta) is 3.49 / 3.49 eV. For the energy above the lowest of the compared OMol25 structures with the same formula, charge and spin, the calculation gives 63.24 kcal per mole. For the HOMO energy (alpha / beta), the calculation gives -3.7 / -3.7 eV.

```
12
C2H3N2O4S ωB97M-V with the def2-TZVPD basis set
C -1.49018 0.36981 -0.37966
C -1.34670 -1.19012 -0.11664
N 1.96482 -0.22951 -0.42312
N 0.19121 1.63953 0.28468
O -2.12475 -1.52057 0.75729
O -2.28728 1.10252 -0.84959
O -0.48950 -1.79443 -0.71976
O 0.42574 1.21246 1.59896
S 1.52452 1.49027 -0.67532
H 1.97793 -0.59683 -1.35958
H 1.25197 -0.75508 0.06634
H 0.40221 0.27195 1.81640
```



No. 10
Computed, not measured: a molecular structure, C2H3N2OP in a non-equilibrium geometry, with ωB97M-V with the def2-TZVPD basis set.

The calculation puts the HOMO-LUMO gap (alpha / beta) at 7.90 / 7.91 eV. The total energy is -16433.3543 eV. As for the total charge: 0. Its lowest unoccupied orbital energy (alpha / beta) is -0.08 / -0.08 eV. For the energy above the lowest of the compared OMol25 structures with the same formula, charge and spin, the calculation gives 117.44 kcal per mole. For the HOMO energy (alpha / beta), the calculation gives -8.0 / -8.0 eV.

```
9
C2H3N2OP ωB97M-V with the def2-TZVPD basis set
C 0.40642 -1.83458 0.09962
C -1.21515 0.41974 -0.37020
N -1.43297 -1.79811 0.07763
N -1.71719 -0.66201 0.04557
O 1.01373 -0.73303 -0.09466
P 0.35540 0.25288 -1.34531
H 1.00569 -2.35185 0.95711
H -1.50487 1.46572 -0.08946
H 0.73598 1.40058 -0.84484
```